{"formula": "C43H60ClO22P3", "method": "ωB97M-V/def2-TZVPD", "molar_mass_g_mol": 1057.31, "smiles": "CCOCCOC[C@@]1(P(CC)CC)[C@](CCP(=O)(OCC)OCC)([C@H](Cl)CC)OC(=O)[C@@]1(COC(C)=O)[PH2]=O.O=C1C=C(O)C(=O)C=C1O.O=C1C=C(O)C(=O)C=C1O.O=C1C=C(O)C(=O)C=C1O", "energy_ev": -130996.7610, "symbols": ["C", "C", "O", "C", "C", "O", "C", "C", "P", "C", "C", "C", "C", "C", "C", "C", "P", "O", "O", "C", "C", "O", "C", "C", "C", "Cl", "C", "C", "O", "C", "O", "C", "C", "O", "C", "C", "O", "P", "O", "H", "H", "H", "H", "H", "H", "H", "H", "H", "H", "H", "H", "H", "H", "H", "H", "H", "H", "H", "H", "H", "H", "H", "H", "H", "H", "H", "H", "H", "H", "H", "H", "H", "H", "H", "H", "H", "H", "H", "H", "H", "H", "H", "H", "H", "H", "H", "H", "O", "C", "C", "C", "O", "C", "O", "C", "C", "O", "H", "H", "H", "H", "O", "C", "C", "C", "O", "C", "O", "C", "C", "O", "H", "H", "H", "H", "O", "C", "C", "C", "O", "C", "O", "C", "C", "O", "H", "H", "H", "H"], "xyz": [[-4.844505, -0.694530, 3.675995], [-3.483965, -0.044057, 3.498138], [-2.928088, -0.533892, 2.281042], [-1.546583, -0.285748, 2.174900], [-1.243394, 0.978786, 1.373845], [-0.044778, 0.762130, 0.652504], [0.026000, 1.566005, -0.496820], [1.376710, 1.369385, -1.168982], [2.542713, 2.490878, -0.179260], [1.974392, 2.927513, 1.510143], [2.208923, 1.934758, 2.663125], [4.328000, 2.130980, -0.232060], [5.055559, 3.334446, 0.410173], [1.764538, -0.072485, -1.629944], [0.572957, -1.065680, -1.707126], [0.726792, -2.021246, -2.901126], [-0.477509, -3.337584, -2.719593], [-1.702457, -2.908283, -2.034384], [-0.769991, -4.062422, -4.109496], [-0.875115, -3.235803, -5.284563], [-1.994901, -2.187992, -5.240622], [0.230965, -4.463656, -1.794813], [-0.740414, -5.383920, -1.228758], [-0.066506, -6.695859, -0.902152], [2.864106, -0.913015, -0.899210], [2.866343, -0.669798, 0.867137], [4.267642, -0.855667, -1.534777], [5.405084, -1.244036, -0.600019], [2.211581, 0.086946, -2.997908], [2.465483, 1.420721, -3.241500], [3.412193, 1.872854, -3.856577], [1.271065, 2.107705, -2.579781], [1.278175, 3.637172, -2.536949], [0.601137, 4.204217, -3.698907], [-0.387894, 5.047706, -3.338135], [-0.162541, 6.519074, -3.592846], [-1.425554, 4.651576, -2.823306], [-0.120267, 1.614254, -3.724542], [0.352309, 1.701637, -5.127041], [-4.693406, -1.701568, 4.052004], [-5.352409, -0.745434, 2.720830], [-5.431696, -0.139025, 4.399990], [-3.609098, 1.034960, 3.392004], [-2.872171, -0.285536, 4.363053], [-1.094497, -1.111201, 1.627906], [-1.045298, -0.256069, 3.140598], [-2.079548, 1.225486, 0.720775], [-1.092052, 1.795827, 2.086556], [-0.157235, 2.620673, -0.286667], [-0.786878, 1.243022, -1.158362], [2.539703, 3.818904, 1.768845], [0.930580, 3.217923, 1.544367], [1.665522, 1.010544, 2.531461], [3.269066, 1.790501, 2.843460], [1.811778, 2.398845, 3.567746], [4.666165, 1.249983, 0.300441], [4.642246, 2.103017, -1.268890], [4.620332, 4.278961, 0.107723], [6.111255, 3.267881, 0.172632], [4.997345, 3.223209, 1.489646], [-0.384017, -0.573879, -1.813042], [0.499817, -1.643463, -0.793158], [0.464762, -1.476515, -3.800889], [1.737531, -2.400693, -2.943418], [0.074680, -2.768410, -5.526532], [-1.086044, -3.920764, -6.094702], [-2.629547, -2.324147, -6.109730], [-1.583665, -1.185990, -5.321306], [-2.620493, -2.287435, -4.362482], [-1.119355, -4.953543, -0.309918], [-1.552555, -5.587987, -1.915154], [-0.795461, -7.300989, -0.369006], [0.794421, -6.559666, -0.258187], [0.187646, -7.248036, -1.799625], [2.568081, -1.945413, -1.018062], [4.465559, 0.096356, -2.010507], [4.259077, -1.592558, -2.332936], [6.284563, -1.436970, -1.208910], [5.680526, -0.469942, 0.104399], [5.172517, -2.161647, -0.069323], [0.779011, 4.021627, -1.660361], [2.299848, 3.979922, -2.593298], [-0.599209, 7.029760, -2.744406], [0.887386, 6.749031, -3.710030], [-0.741358, 6.809722, -4.462475], [-1.219496, 2.463402, -3.524559], [-0.541872, 0.299043, -3.484037], [3.131396, -6.876999, -2.139490], [3.862358, -6.442004, -3.007626], [5.121030, -7.064063, -3.387011], [5.876722, -6.510459, -4.343868], [7.033846, -7.026286, -4.738897], [5.466676, -5.247903, -5.049157], [6.218290, -4.799352, -5.894202], [4.199589, -4.637664, -4.687351], [3.438279, -5.191875, -3.731509], [2.273487, -4.684817, -3.355683], [5.408571, -7.970009, -2.872671], [7.369360, -6.430174, -5.435199], [3.907427, -3.738844, -5.213021], [1.905947, -5.252589, -2.646902], [-6.223603, 2.826923, 2.795072], [-5.656554, 3.553670, 2.000567], [-4.627445, 3.098527, 1.081793], [-4.042381, 3.972571, 0.249341], [-3.100039, 3.629249, -0.615556], [-4.420287, 5.430233, 0.238659], [-3.832785, 6.167234, -0.528946], [-5.466042, 5.878968, 1.143860], [-6.050935, 5.003810, 1.971146], [-7.011805, 5.344319, 2.821114], [-4.368184, 2.048743, 1.102569], [-2.853816, 4.445024, -1.101093], [-5.740293, 6.923941, 1.116564], [-7.252646, 4.526103, 3.295521], [-2.600728, 1.179572, 6.611418], [-2.972803, 0.776570, 7.698339], [-3.182771, -0.626336, 8.008961], [-3.609976, -0.981205, 9.228315], [-3.820578, -2.241564, 9.579404], [-3.886087, 0.037363, 10.300221], [-4.288214, -0.362942, 11.375225], [-3.654336, 1.439619, 9.995025], [-3.224508, 1.792913, 8.777097], [-2.991577, 3.052844, 8.431311], [-2.983661, -1.349916, 7.230981], [-4.125841, -2.216547, 10.506280], [-3.840366, 2.161973, 10.776910], [-2.694986, 3.026589, 7.502218]], "forces_ev_per_angstrom": [[0.53, -0.01, 0.13], [-0.90, 0.01, -0.58], [0.34, -0.19, 0.63], [0.17, -0.25, -0.77], [0.18, -0.11, 0.84], [-0.03, 0.29, -0.01], [-0.18, -1.08, 0.00], [0.01, 0.73, -0.11], [-0.34, 1.64, -1.04], [0.59, -1.51, 1.05], [-0.41, 0.81, 0.29], [0.31, 0.38, 0.75], [-0.20, -0.81, 0.30], [-0.90, -1.28, 0.21], [-0.33, 0.12, -0.13], [-0.31, 0.03, 0.53], [-0.42, -0.50, 1.22], [-0.42, 0.61, -0.19], [0.72, 0.38, 0.08], [-0.56, 0.00, -0.52], [0.20, -0.15, -0.31], [-0.32, 0.02, -0.84], [0.52, -0.64, 0.59], [-0.31, 0.06, -0.04], [0.71, 0.32, -0.48], [-0.22, -0.05, -0.04], [0.04, 0.07, 0.42], [0.14, -0.15, -0.47], [1.38, 0.67, -0.10], [0.75, 0.83, -1.28], [-1.99, -1.14, 1.38], [0.09, -0.22, 0.52], [0.25, -0.30, -0.65], [0.17, 0.27, 0.23], [-1.65, 0.12, 0.40], [-0.13, -0.67, 0.10], [1.31, 0.26, -0.33], [0.03, 0.22, -1.64], [0.20, -0.19, -0.16], [-0.16, -0.24, -0.03], [-0.24, 0.08, -0.09], [-0.19, 0.08, 0.02], [0.13, 0.24, 0.33], [0.40, 0.17, 0.00], [-0.08, -0.17, -0.16], [-0.12, 0.06, 0.29], [-0.07, -0.11, -0.19], [-0.06, 0.39, -0.19], [0.10, 0.18, 0.12], [-0.07, 0.17, -0.23], [0.09, 0.29, -0.31], [-0.18, 0.08, -0.53], [0.15, -0.25, -0.15], [0.14, -0.38, -0.11], [0.02, 0.01, 0.19], [-0.10, -0.27, -0.16], [-0.21, -0.26, -0.27], [0.11, 0.24, -0.09], [0.16, 0.25, -0.22], [-0.11, 0.29, 0.22], [-0.10, 0.02, 0.17], [0.09, 0.12, 0.34], [0.32, -0.02, -0.35], [0.14, -0.21, -0.41], [0.28, -0.04, 0.22], [0.06, -0.34, -0.01], [-0.16, 0.01, -0.12], [-0.02, 0.21, 0.24], [0.02, 0.04, 0.24], [-0.25, 0.31, -0.04], [-0.21, 0.33, -0.18], [-0.07, -0.12, 0.16], [0.24, -0.02, -0.03], [0.34, -0.02, -0.14], [-0.19, -0.21, 0.21], [0.04, 0.17, 0.00], [-0.13, 0.01, -0.28], [0.17, -0.05, -0.05], [-0.12, 0.05, 0.23], [0.00, -0.08, 0.21], [0.11, -0.09, 0.35], [0.15, 0.24, 0.12], [0.02, 0.24, 0.15], [0.11, 0.10, -0.14], [0.07, 0.08, -0.27], [0.01, -0.29, 0.72], [-0.14, 0.26, 0.58], [-0.19, 0.13, 0.02], [0.35, -0.30, -0.02], [-0.14, -0.02, 0.12], [0.04, -0.29, 0.20], [-0.01, 0.15, -0.10], [-0.34, 0.31, -0.02], [0.17, -0.16, -0.01], [0.10, 0.05, -0.07], [-0.02, 0.26, -0.22], [0.48, -0.32, -0.11], [0.02, 0.00, -0.01], [0.03, 0.03, -0.04], [-0.02, 0.01, 0.02], [-0.14, 0.15, 0.03], [-0.16, 0.10, 0.16], [0.33, -0.30, -0.26], [-0.11, -0.07, 0.17], [0.04, -0.32, 0.03], [-0.02, 0.26, 0.04], [-0.29, 0.30, 0.20], [0.14, -0.14, -0.09], [0.10, 0.07, -0.12], [-0.04, 0.33, -0.07], [0.02, -0.17, 0.05], [0.02, -0.03, -0.03], [0.15, -0.09, -0.21], [-0.01, 0.00, 0.02], [-0.02, -0.04, 0.03], [0.04, 0.25, 0.02], [-0.03, -0.48, -0.05], [0.06, 0.11, -0.17], [0.08, -0.17, -0.29], [-0.05, 0.09, 0.16], [0.03, 0.48, 0.05], [-0.01, -0.25, 0.00], [-0.06, -0.10, 0.15], [-0.07, 0.18, 0.28], [0.04, -0.09, -0.15], [-0.02, -0.02, 0.02], [-0.03, -0.02, 0.05], [0.00, 0.02, -0.02], [0.01, 0.01, -0.06]], "mulliken_charge": [-1.549, 0.081, -0.433, -0.561, -0.492, 0.462, -3.831, 1.343, -0.142, -0.505, -1.335, 0.443, -1.511, 1.907, -2.965, 0.210, 1.317, -0.892, -0.547, -0.253, -0.993, -0.277, -0.330, -1.387, -0.022, -0.167, -0.255, -1.631, -0.339, -0.993, -0.630, 1.898, -1.450, -0.408, 0.671, -1.285, -0.540, 0.872, -0.865, 0.392, 0.385, 0.347, 0.179, 0.366, 0.310, 0.335, 0.276, 0.158, 0.896, 1.010, 0.706, 0.424, 0.002, 0.282, 0.504, -0.114, 0.385, 0.394, 0.440, 0.306, 0.884, 0.557, 0.480, 0.073, 0.162, 0.547, 0.358, 0.202, 0.367, 0.212, 0.422, 0.489, 0.290, 0.313, 0.392, 0.129, 0.333, 0.490, 0.275, 0.366, 0.744, 0.270, 0.358, 0.343, 0.348, 0.047, -0.058, -0.580, 0.992, -1.083, 0.256, -0.576, 0.842, -0.622, -0.502, -0.219, -0.050, 0.441, 0.369, 0.542, 0.092, -0.651, 0.962, -0.867, 0.193, -0.309, 1.030, -0.598, -1.045, 0.297, -0.570, 0.605, 0.252, 0.429, 0.364, -0.603, 1.061, -0.969, 0.384, -0.570, 0.949, -0.618, -0.934, 0.294, -0.578, 0.480, 0.360, 0.421, 0.338]}